ORCA calculation (the ωB97M-V functional and the def2-TZVPD basis) on a structure of composition C11H10Cl2N2O4Pd.

Element x y z (Å)
O1 -0.30 -1.98 -1.14
H1 2.93 3.06 0.87
O2 -1.59 2.92 -1.86
C1 1.64 2.26 -0.59
C2 0.42 2.98 -0.94
N1 -0.47 2.24 -1.53
H2 0.93 4.77 0.10
Cl1 -1.71 -5.67 3.05
C3 0.25 4.43 -0.68
H3 3.75 2.30 -0.49
H4 -2.25 -0.76 2.18
C4 -1.28 -4.59 1.83
H5 -2.16 -2.91 2.87
H6 0.45 5.00 -1.59
H7 -2.09 2.37 -2.48
C5 -0.59 -5.04 0.71
Pd1 -0.35 0.10 -1.28
C6 2.90 2.92 -0.22
C7 -1.30 -2.31 1.01
H8 -0.77 4.64 -0.38
C8 -0.25 -4.16 -0.28
C9 -1.70 -0.93 1.26
C10 -1.63 -3.22 1.98
N2 1.53 0.90 -0.62
O3 2.52 0.22 -0.39
Cl2 0.57 -4.66 -1.66
H9 2.98 3.90 -0.69
C11 -0.60 -2.74 -0.19
O4 -1.49 0.05 0.54
H10 -0.33 -6.09 0.61

Summary:
expectation value of S² = 6.08
highest occupied orbital energy (alpha / beta) = -0.5660 / -0.6016 hartree
relative energy (zero: lowest compared OMol25 entry of this formula, charge and spin) = 0.00 kcal/mol
frontier orbital gap (alpha / beta) = 7.6 / 6.7 eV
spin multiplicity = 5
LUMO (alpha / beta) = -7.8001 / -9.6757 eV
DFT total energy = -51241.8536 eV
charge = +2

---

ORCA calculation (the ωB97M-V functional and the def2-TZVPD basis) on a structure of composition C11H10ClF3Sc at a distorted geometry.

Element x y z (Å)
H1 3.05 -1.82 -0.90
C1 -0.32 1.29 2.27
F1 -1.03 1.38 3.44
H2 -3.54 0.92 0.89
H3 3.24 0.08 1.01
Cl1 -0.02 -2.72 1.77
H4 -1.84 -2.12 -1.74
F2 1.02 1.29 2.65
H5 -1.62 2.02 -0.79
H6 -0.69 0.19 -2.29
C2 2.01 1.24 -1.91
C3 -2.05 -1.18 -1.23
H7 1.98 -0.67 -3.13
C4 2.41 1.47 -0.56
H8 1.44 1.90 -2.54
F3 -0.48 2.53 1.70
H9 2.26 2.39 -0.01
C5 -2.92 0.45 0.12
C6 2.28 -0.15 -2.21
H10 -3.66 -1.74 0.30
C7 -1.96 1.02 -0.71
C8 2.84 -0.76 -1.04
C9 -1.46 0.04 -1.56
C10 2.94 0.25 -0.02
C11 -3.00 -0.98 -0.16
Sc1 -1.31 -0.94 1.14

Summary:
highest occupied orbital energy = -0.0922 hartree
relative energy (zero: lowest compared OMol25 entry of this formula, charge and spin) = 41.32 kcal/mol
frontier orbital gap = 4.0 eV
LUMO = 1.5072 eV
DFT total energy = -52944.9147 eV
charge = -1

---

ORCA calculation (the ωB97M-V functional and the def2-TZVPD basis) on a structure of composition C11H10ClLaNS at a distorted geometry.

Element x y z (Å)
S1 -1.69 0.52 2.59
La1 -0.12 0.36 0.24
C1 -1.22 -2.01 -0.11
H1 -0.80 -2.10 2.11
C2 1.04 -1.93 -0.68
C3 1.18 1.96 -4.78
C4 0.62 0.81 -5.41
Cl1 1.76 2.00 -0.22
H2 1.96 -2.03 -1.26
H3 -0.53 -1.73 -2.28
C5 0.94 -2.13 0.72
C6 -0.30 -1.83 -1.21
C7 -0.81 0.93 -5.35
H4 2.25 2.19 -4.71
C8 -0.45 0.16 3.65
C9 -0.44 -2.10 1.08
H5 -1.53 0.24 -5.78
H6 1.77 -2.42 1.37
H7 -2.31 -2.04 -0.17
H8 0.22 3.77 -3.86
C10 0.11 2.79 -4.33
C11 -1.12 2.16 -4.69
N1 0.40 -0.13 4.43
H9 1.17 0.00 -5.89
H10 -2.12 2.57 -4.53

Summary:
highest occupied orbital energy = -0.1087 hartree
relative energy (zero: lowest compared OMol25 entry of this formula, charge and spin) = 68.19 kcal/mol
frontier orbital gap = 4.5 eV
LUMO = 1.5549 eV
DFT total energy = -37278.5748 eV
charge = -1

---

ORCA calculation (the ωB97M-V functional and the def2-TZVPD basis) on a structure of composition C11H10ClNReS at a distorted geometry.

Element x y z (Å)
Cl1 -1.11 2.23 -0.16
C1 -1.59 -0.71 -1.96
H1 1.61 0.25 -2.45
C2 -1.30 0.21 2.12
C3 0.05 0.44 2.50
H2 -2.29 -1.66 1.28
C4 0.68 -0.23 -2.17
H3 -1.27 -2.71 -0.98
C5 0.55 -1.48 -1.49
C6 -1.38 -1.08 1.47
H4 -2.16 0.82 2.37
H5 1.37 -2.13 -1.19
H6 -2.68 -0.66 -2.05
S1 2.33 1.26 0.06
H7 0.44 1.34 2.98
H8 1.90 -0.83 2.29
H9 -0.88 1.19 -2.98
C7 -0.02 -1.64 1.48
C8 0.84 -0.69 2.13
C9 -0.85 -1.78 -1.37
C10 2.23 2.89 -0.07
H10 0.24 -2.67 1.21
Re1 -0.44 0.01 -0.33
N1 2.21 4.08 -0.16
C11 -0.64 0.26 -2.46

Summary:
expectation value of S² = 3.78
highest occupied orbital energy (alpha / beta) = -0.2729 / -0.2996 hartree
relative energy (zero: lowest compared OMol25 entry of this formula, charge and spin) = 20.03 kcal/mol
frontier orbital gap (alpha / beta) = 7.3 / 6.1 eV
spin multiplicity = 4
LUMO (alpha / beta) = -0.1032 / -2.0312 eV
DFT total energy = -38543.9403 eV

---

ORCA calculation (the ωB97M-V functional and the def2-TZVPD basis) on a structure of composition C11H10CsN4O4Te4 at a distorted geometry.

Element x y z (Å)
Te1 -1.14 -3.30 -4.61
Te2 2.67 -0.98 -4.51
O1 -1.13 -1.59 0.66
N1 4.38 -0.78 2.02
H1 2.19 -2.36 3.70
C1 -1.84 -0.93 1.37
C2 3.17 -1.22 2.32
H2 3.71 0.13 -1.14
N2 -1.99 0.83 -0.21
H3 5.55 0.06 0.55
C3 -3.75 2.39 1.27
H4 -3.66 3.78 -0.35
C4 -3.30 1.13 1.77
H5 1.14 -1.55 1.62
C5 -2.42 2.03 -0.70
N3 2.95 -1.72 3.59
C6 -2.42 0.42 0.96
Te3 0.55 -4.30 -6.35
O2 -2.37 3.59 -2.46
C7 4.56 -0.29 0.80
C8 3.54 -0.24 -0.14
H6 -1.94 3.69 -3.32
H7 -4.44 2.98 1.85
Te4 2.90 -2.93 -6.24
C9 2.13 -1.17 1.38
Cs1 -0.29 -0.66 -1.88
O3 -2.15 -1.38 2.60
N4 2.32 -0.68 0.17
H8 3.79 -1.98 4.08
C10 -3.32 2.83 0.05
O4 -1.11 1.74 -2.66
C11 -1.90 2.40 -1.99
H9 -3.66 0.78 2.73
H10 -2.69 -0.72 3.05

Summary:
highest occupied orbital energy (alpha / beta) = -0.1417 / -0.1080 hartree
relative energy (zero: lowest compared OMol25 entry of this formula, charge and spin) = 44.44 kcal/mol
frontier orbital gap (alpha / beta) = 5.9 / 3.8 eV
LUMO (alpha / beta) = 2.0086 / 0.8930 eV
DFT total energy = -55443.9479 eV
charge = -1